Record 1
Entry from the OMol25 dataset: C53H47FIN2P2RuS2Se as an isolated structure at a distorted geometry (ωB97M-V/def2-TZVPD).

Each line ends with the Mulliken charge.
CARTESIAN COORDINATES (ANGSTROEM)
I (-2.4775, 3.2174, -2.0690)  0.184
Ru (-0.2313, 1.6106, -0.1780)  0.407
Se (-0.5301, 3.2109, 1.7430)  -0.003
S (0.4799, -0.7777, 0.2211)  -0.236
S (2.2875, -2.5807, -1.9871)  -0.494
P (1.2597, -2.5975, -0.3125)  1.098
P (-2.4454, 0.3068, -0.7023)  0.052
F (0.3294, 4.1109, -0.9338)  0.041
N (2.0793, 2.2311, -0.1761)  4.123
N (-0.8193, 2.3398, 4.5372)  -0.643
C (1.4039, -3.2640, 2.3676)  -0.191
C (-2.5268, 0.1052, 1.9224)  -1.944
C (-6.2719, 1.9287, -0.1990)  0.894
C (4.0431, 5.3001, 0.3405)  -1.014
C (3.0166, 1.2087, -0.0536)  -1.928
C (3.3316, -4.2147, 3.4361)  -0.686
C (-1.0767, -3.6960, -1.3796)  -0.595
C (-2.5335, -2.6101, 2.3372)  -0.906
C (1.8801, 0.3795, 3.1825)  -1.230
C (-2.4088, -0.4389, -2.3748)  2.440
C (3.9701, 1.7238, 3.4566)  -1.926
C (3.5681, 0.6435, -1.2221)  0.698
C (-3.5140, -0.4239, -3.2241)  -1.101
C (-4.9944, -0.5200, -0.4347)  0.498
C (-6.9709, 0.7240, 0.0083)  -0.835
C (2.4582, 3.5088, -0.0926)  -1.168
C (-0.7099, 2.6491, 3.4312)  0.285
C (3.7420, 3.9598, 0.3109)  -0.158
C (3.4370, -3.6060, 1.1178)  -0.728
C (0.0172, -3.9211, -0.5583)  0.397
C (2.0072, -3.8049, 3.4876)  -0.525
C (1.8470, 5.8658, -0.4568)  -0.952
C (-1.5360, -6.0471, -1.4392)  -0.859
C (-4.3129, 3.1297, -0.9479)  0.123
C (-2.1652, -1.2780, -5.0206)  -0.895
C (4.0473, -4.1016, 2.2565)  -0.714
C (0.3215, -5.2163, -0.1591)  -1.132
C (-2.5036, -0.3771, 3.2134)  -1.015
C (-2.5506, -2.1248, 1.0371)  0.223
C (2.1223, -3.1775, 1.1823)  0.440
C (3.8974, 2.5407, -2.8685)  -1.618
C (-1.1734, -0.8199, -2.8980)  -0.441
C (3.3912, 0.7260, 1.2188)  1.245
C (-1.0505, -1.2655, -4.1994)  -0.593
C (-4.2542, 0.6329, -0.6094)  0.784
C (1.5522, 4.5278, -0.4711)  -0.027
C (-0.4510, -6.2710, -0.6075)  -0.704
C (4.7982, -0.9170, 0.1586)  -1.036
C (-1.8654, -4.7508, -1.7982)  -0.317
C (2.8482, 1.3389, 2.4903)  1.100
C (-3.3863, -0.8374, -4.5369)  -0.913
C (-4.9686, 4.3193, -0.7677)  -0.574
C (-6.2821, 4.3364, -0.2784)  -0.785
C (-2.4780, -1.7477, 3.4193)  -0.752
C (-4.8953, 1.8920, -0.5901)  0.049
C (-2.5131, -0.7541, 0.8199)  1.705
C (3.2888, 1.1510, -2.6280)  -0.088
C (-6.9375, 3.1622, -0.0473)  -0.979
C (4.2729, -0.3400, 1.2988)  -0.021
C (1.8071, 1.1172, -3.0236)  -0.231
C (4.4493, -0.4191, -1.0837)  -0.836
C (-6.3569, -0.4860, -0.1522)  -1.524
C (3.1096, 6.2611, -0.0344)  -0.583
H (-7.9774, 3.1477, 0.2476)  0.404
H (-6.7798, 5.2824, -0.1412)  0.407
H (-2.0806, -1.6193, -6.0394)  0.444
H (-2.5575, -3.6796, 2.5017)  0.448
H (-1.3047, -2.6853, -1.6824)  0.549
H (1.1034, 6.5798, -0.7757)  0.509
H (4.5182, 0.8473, 3.7926)  0.334
H (-2.5546, 1.1813, 1.7518)  0.714
H (5.4712, -1.7584, 0.2376)  0.527
H (1.4408, -3.9149, 4.3998)  0.440
H (-8.0109, 0.7719, 0.2889)  0.404
H (1.5025, 0.8306, 4.0956)  0.533
H (3.9559, -3.5653, 0.1718)  0.582
H (-4.4737, -0.0786, -2.8728)  0.426
H (2.3752, -0.5560, 3.4354)  0.222
H (4.8514, -0.8855, -1.9725)  0.358
H (1.1503, 1.5537, -2.2437)  -0.479
H (3.9327, 2.7505, -3.9370)  0.520
H (2.3001, 2.2565, 2.2450)  -0.471
H (3.8094, 0.4572, -3.3029)  0.627
H (3.5469, 2.1971, 4.3391)  0.486
H (-0.0875, -1.5891, -4.5694)  0.523
H (3.3692, 7.3068, -0.0168)  0.410
H (-2.1141, -6.8808, -1.8071)  0.406
H (4.9136, 2.5805, -2.4801)  0.357
H (-6.8922, -1.4158, -0.0330)  0.444
H (1.6532, 1.6867, -3.9399)  0.585
H (-0.1963, -7.2739, -0.3024)  0.435
H (4.6683, 2.4196, 2.9946)  0.360
H (-2.5752, -2.8271, 0.2151)  0.580
H (5.0773, -4.4209, 2.2157)  0.425
H (0.3733, -2.9333, 2.3865)  0.171
H (-0.2939, -0.7629, -2.2693)  -0.429
H (4.5412, -0.7337, 2.2690)  0.302
H (-2.4739, 0.3148, 4.0422)  0.477
H (3.8018, -4.6364, 4.3137)  0.375
H (1.5127, 0.0855, -3.2025)  -0.174
H (-4.4884, 5.2495, -1.0300)  0.452
H (-4.2526, -0.7993, -5.1826)  0.442
H (1.1590, -5.4069, 0.4990)  0.381
H (-2.4061, -2.1391, 4.4216)  0.434
H (5.0283, 5.6098, 0.6562)  0.454
H (-2.7319, -4.5476, -2.4099)  0.489
H (-4.4974, -1.4753, -0.5182)  0.595
H (3.3150, 3.3266, -2.3945)  0.220
H (1.0289, 0.1598, 2.5366)  -0.189
H (4.4758, 3.2191, 0.5899)  0.604

Properties
Molar mass ... 1163.99 u
Kohn-Sham gap (spin up / spin down) ... 4.48 / 5.27 eV
Highest occupied orbital energy (spin up / spin down) ... -7.29 / -7.24 eV
Calculated total energy ... -177696.9100 eV
Expectation value of S² ... 1.224
Multiplicity ... 2
F_max ... 0.0661 Eh/bohr

***

Record 2
Entry from the OMol25 dataset: a 2-piece molecular cluster, C53H47N4O overall at a distorted geometry (ωB97M-V/def2-TZVPD).

Each line ends with the Mulliken charge.
CARTESIAN COORDINATES (ANGSTROEM)
O (-2.2969, 4.3565, -5.0058)  -0.456
N (-4.2104, 4.2478, 3.0372)  0.742
N (4.3811, -1.4084, 5.1411)  0.763
N (1.7541, -0.2193, -3.0513)  0.323
N (2.6683, 1.6288, -1.9971)  0.330
C (-0.2171, 0.2708, 2.2481)  -0.087
C (3.7430, -4.1742, 7.5531)  -0.764
C (-3.1116, 8.2656, 2.3083)  -0.431
C (-7.5718, 3.2264, 4.3099)  -0.729
C (-3.8706, 5.6390, 2.8057)  0.487
C (3.7223, -2.9408, 6.9452)  -0.056
C (5.2818, -0.3751, 5.6194)  0.132
C (5.2997, -0.7651, -4.1467)  -0.709
C (-3.0961, 6.3434, 3.7254)  -0.047
C (-4.2591, 6.2792, 1.6305)  -0.286
C (5.0548, 1.2007, -2.7722)  -0.995
C (3.1808, -1.0180, 4.4432)  0.562
C (0.8705, -0.1706, 3.0406)  1.070
C (5.1515, -5.0087, 5.8078)  -0.720
C (0.7526, 2.3804, -4.2122)  -1.138
C (2.8083, 2.8756, -1.2568)  -0.907
C (-0.8349, 2.1867, -2.4386)  -0.496
C (-3.8813, 7.5808, 1.3872)  -0.731
C (-1.1048, 2.2435, 3.5261)  -1.104
C (-1.8859, 4.8650, -6.2508)  -0.812
C (-5.3051, 3.9380, 3.9378)  0.548
C (3.7014, 0.9375, -2.6708)  1.086
C (0.4019, 1.8618, -2.9761)  0.034
C (-1.3562, 3.5327, -4.3766)  0.873
C (3.9452, -1.0403, -4.0542)  -0.969
C (5.1394, -3.7729, 5.1995)  -0.193
C (5.7783, 1.4158, 7.1490)  -0.958
C (2.3284, -0.0450, 4.9776)  -0.322
C (4.9926, 0.3497, 6.7746)  0.074
C (5.8469, 0.3401, -3.5143)  -0.703
C (-5.1076, 3.9537, 5.3170)  -0.140
C (-2.1020, 3.1567, 3.7252)  -0.432
C (-6.1245, 3.6068, 6.1761)  -0.802
C (1.3594, 0.9689, -2.2473)  -0.706
C (-7.3596, 3.2437, 5.6753)  -0.423
C (2.8157, -1.6170, 3.2308)  -0.642
C (-3.2004, 2.3990, 1.7275)  -0.731
C (4.4596, -5.2114, 6.9880)  -0.420
C (-3.1772, 3.2540, 2.8352)  0.471
C (-1.1474, 1.3204, 2.4564)  0.987
C (-6.5569, 3.5728, 3.4459)  -0.258
C (-2.7159, 7.6414, 3.4753)  -0.884
C (0.7980, -1.1726, -3.5990)  -0.931
C (6.8898, 1.7546, 6.4021)  -0.414
C (-2.2198, 1.4623, 1.5422)  -0.879
C (-0.1053, 3.2023, -4.9067)  -0.492
C (1.1947, 0.3367, 4.3191)  -0.986
C (7.2090, 1.0250, 5.2731)  -0.703
C (3.1430, -0.1903, -3.3155)  1.134
C (4.4244, -2.7178, 5.7629)  -0.032
C (-1.6987, 3.0059, -3.1275)  -0.507
C (6.4134, -0.0286, 4.8820)  -0.271
C (1.7100, -1.1972, 2.5416)  -1.179
H (3.8506, 3.1804, -1.2098)  0.301
H (-0.9877, 5.4722, -6.1308)  0.331
H (-4.1815, 8.0653, 0.4729)  0.392
H (-6.7157, 3.5536, 2.3815)  0.397
H (7.5017, 2.5911, 6.6963)  0.401
H (4.4732, -6.1774, 7.4641)  0.400
H (3.4354, -2.4065, 2.8412)  0.508
H (2.5609, 0.3884, 5.9352)  0.276
H (5.6968, -5.8232, 5.3599)  0.389
H (-2.0679, 3.8103, 4.5800)  0.251
H (-2.1030, 8.1660, 4.1897)  0.395
H (-4.0132, 2.4917, 1.0279)  0.502
H (3.1966, -4.3275, 8.4695)  0.388
H (6.9032, 0.5346, -3.6002)  0.394
H (5.5172, 1.9943, 8.0196)  0.391
H (4.1394, 0.0716, 7.3674)  0.263
H (-0.2500, 2.2952, 4.1665)  0.373
H (-0.3700, -0.2904, 1.3404)  0.375
H (-8.5326, 2.9323, 3.9208)  0.388
H (-5.9514, 3.6104, 7.2396)  0.398
H (0.2469, -1.6471, -2.7906)  0.261
H (2.4398, 2.7438, -0.2423)  0.235
H (8.0800, 1.2854, 4.6948)  0.392
H (3.1576, -2.1305, 7.3719)  0.318
H (5.4786, 2.0559, -2.2766)  0.322
H (-2.7872, 5.8552, 4.6321)  0.108
H (3.5201, -1.9006, -4.5398)  0.314
H (1.4684, -1.6555, 1.5981)  0.461
H (-8.1506, 2.9613, 6.3498)  0.392
H (5.6738, -3.6122, 4.2789)  0.405
H (1.3079, -1.9454, -4.1687)  0.305
H (6.6488, -0.5896, 3.9942)  0.432
H (0.1939, 3.5909, -5.8646)  0.399
H (-2.2690, 0.8082, 0.6896)  0.402
H (0.9386, 0.6332, -1.2930)  0.205
H (-2.8108, 9.2816, 2.1143)  0.396
H (2.2358, 3.6654, -1.7384)  0.307
H (1.7140, 2.1314, -4.6281)  0.497
H (5.9352, -1.4208, -4.7186)  0.397
H (-2.6871, 5.4903, -6.6443)  0.241
H (-1.6983, 4.0473, -6.9480)  0.328
H (0.0931, -0.6651, -4.2538)  0.307
H (-2.6600, 3.2576, -2.7126)  0.480
H (-4.1426, 4.2311, 5.7020)  0.122
H (0.5084, 0.9745, 4.8353)  0.429
H (-4.8448, 5.7360, 0.9092)  0.413
H (-1.1150, 1.7957, -1.4742)  0.453

Properties
Molar mass ... 755.99 u
Kohn-Sham gap ... 3.09 eV
Highest occupied orbital energy ... -8.38 eV
Calculated total energy ... -63723.5088 eV
Total charge ... +1
F_max ... 0.0352 Eh/bohr